<a>
2
Properties=species:S:1:pos:R:3:nbo_charge:R:1 method="wB97M-V/def2-TZVPD" orbital_gap_ev=6.38 total_charge=0 mol_weight_g_mol=24.02 e_homo_ev=-9.08
C -0.026 0.908 0.462 0.0000
C 0.026 -0.908 -0.462 0.0000

<b>
2
Properties=species:S:1:pos:R:3:nbo_charge:R:1 method="wB97M-V/def2-TZVPD" orbital_gap_ev=6.40 total_charge=0 mol_weight_g_mol=24.02 e_homo_ev=-9.14
C 0.000 0.000 1.006 0.0000
C 0.000 0.000 -1.006 0.0000

Result of the stability comparison: <a> is the least stable of them.

<a>
2
Properties=species:S:1:pos:R:3:nbo_charge:R:1 method="wB97M-V/def2-TZVPD" orbital_gap_ev=6.37 total_charge=0 mol_weight_g_mol=24.02 e_homo_ev=-9.07
C 0.000 0.000 1.021 0.0000
C 0.000 0.000 -1.021 0.0000

<b>
2
Properties=species:S:1:pos:R:3:nbo_charge:R:1 method="wB97M-V/def2-TZVPD" orbital_gap_ev=6.84 total_charge=0 mol_weight_g_mol=24.02 e_homo_ev=-11.57
C 0.000 0.000 0.628 0.0000
C 0.000 0.000 -0.628 0.0000

Result of the stability comparison: <a> is the least stable of them.

<a>
2
Properties=species:S:1:pos:R:3:nbo_charge:R:1 method="wB97M-V/def2-TZVPD" orbital_gap_ev=5.65 total_charge=0 mol_weight_g_mol=24.02 e_homo_ev=-8.08
C 0.000 0.000 1.343 0.0000
C 0.000 0.000 -1.343 0.0000

<b>
2
Properties=species:S:1:pos:R:3:nbo_charge:R:1 method="wB97M-V/def2-TZVPD" orbital_gap_ev=5.52 total_charge=0 mol_weight_g_mol=24.02 e_homo_ev=-8.03
C 0.000 0.000 1.370 0.0000
C 0.000 0.000 -1.370 0.0000

Result of the stability comparison: <b> is the least stable of them.

<a>
12
Properties=species:S:1:pos:R:3:nbo_charge:R:1 method="wB97M-V/def2-TZVPD" orbital_gap_ev=8.83 total_charge=0 mol_weight_g_mol=99.09 e_homo_ev=-8.98
C -0.412 -0.103 -0.302 0.3223
C -0.178 0.096 1.287 -0.5277
C 1.258 0.511 1.179 0.0693
H -2.220 -0.804 -2.444 0.4826
H -0.604 1.290 1.677 0.2482
H -0.552 -0.738 1.972 0.2733
H 1.848 0.550 2.101 0.1987
H 1.218 -0.565 -1.659 0.3446
N -1.566 -0.637 -0.812 -0.1858
N 1.800 0.651 0.069 -0.2376
N 0.656 0.637 -0.845 -0.3965
O -1.249 -0.889 -2.223 -0.5916

<b>
12
Properties=species:S:1:pos:R:3:nbo_charge:R:1 method="wB97M-V/def2-TZVPD" smiles="N/C(=C/[O-])C1=N[NH2+]1" orbital_gap_ev=8.57 total_charge=0 mol_weight_g_mol=99.09 e_homo_ev=-8.16
N 0.737 -0.694 1.255 -0.8306
C -0.260 -0.029 0.476 -0.2109
C -1.534 0.458 0.959 0.3717
O -2.362 1.030 0.265 -0.5753
C -0.029 0.236 -0.843 0.3732
N -0.304 0.713 -2.009 -0.2700
N 1.030 0.003 -1.793 -0.4875
H 1.061 -0.117 2.025 0.3626
H 0.400 -1.568 1.649 0.3632
H -1.726 0.284 2.044 0.1018
H 1.128 -0.905 -2.238 0.4009
H 1.859 0.589 -1.791 0.4009

Result of the stability comparison: <a> is the least stable of them.